A 8-piece molecular cluster, C27H65F6N7O5P overall. Source: the Open Molecules 2025 dataset; level of theory: ωB97M-V with the def2-TZVPD basis set.

Values from the calculation:
- energy above the lowest of the compared OMol25 structures with the same formula, charge and spin (kcal/mol) = 0.8
- multiplicity = 1
- total charge = -1

Geometry (Å):
H1 -2.584 -5.000 0.764
F1 -0.627 1.269 -1.353
N1 -4.363 -1.874 -5.956
H2 2.199 -2.958 5.951
H3 -1.169 1.999 5.202
H4 -4.072 -5.370 -1.809
F2 -0.202 2.170 0.572
H5 3.630 6.509 -2.694
H6 4.524 -3.789 5.894
H7 0.409 2.316 5.862
H8 6.524 -1.295 -5.617
O1 -1.581 5.306 5.832
H9 6.762 -2.856 -2.404
H10 2.614 -3.909 4.353
H11 4.330 9.047 -3.126
N2 2.412 8.149 -2.919
H12 -3.210 -6.814 -1.629
N3 -4.371 -6.305 0.838
O2 0.675 8.043 -1.394
C1 4.279 -2.962 5.227
H13 4.907 -1.318 2.913
H14 -6.213 -1.161 -6.527
C2 -0.523 2.797 5.567
H15 -5.138 6.322 -6.553
C3 4.644 -0.488 4.866
H16 -4.645 -8.141 1.956
N4 -1.165 3.309 6.860
N5 6.180 -1.349 -3.575
C4 -6.449 -5.349 -0.154
H17 5.007 0.401 5.382
H18 7.930 -0.918 -4.510
H19 -3.511 -6.579 3.415
H20 2.652 6.347 -4.111
C5 -2.935 -7.170 2.703
C6 -4.379 -2.707 -7.003
H21 -2.057 1.518 7.372
H22 -0.758 1.986 8.484
H23 -2.284 -5.339 -1.622
C7 -3.183 -1.476 -5.272
C8 -1.703 4.563 6.813
P1 0.457 0.888 -0.150
N6 -3.389 5.678 -5.397
C9 -3.011 4.535 -4.592
H24 -2.309 2.775 8.545
H25 3.611 -0.225 4.637
C10 -3.891 -7.502 1.495
H26 -1.614 6.754 -5.354
H27 -3.507 -1.677 -4.251
H28 -3.846 -4.441 0.007
H29 -3.387 -8.110 0.744
H30 4.495 -0.415 -2.733
C11 -4.765 5.473 -5.980
C12 4.597 -0.404 7.929
C13 3.963 -1.493 7.046
H31 -0.303 3.571 4.832
H32 5.677 -0.519 7.831
O3 4.696 -0.022 -4.676
F3 -0.543 -0.200 0.646
H33 4.037 -2.341 7.727
H34 -2.140 -6.532 2.317
H35 1.809 6.273 -2.562
H36 -2.291 -2.080 -5.438
C14 2.642 6.735 -3.093
F4 1.045 -0.421 -0.981
C15 -5.523 -1.088 -5.687
H37 -7.377 -5.588 -0.674
H38 -6.060 -1.141 -4.740
F5 1.624 1.916 -0.731
H39 -2.311 4.890 7.671
H40 -6.800 -4.905 0.777
H41 -1.975 4.648 -4.274
H42 -5.261 -0.033 -5.600
O4 -3.121 7.557 -6.562
H43 -3.635 4.269 -3.738
C16 5.444 -0.668 3.604
C17 5.057 -0.544 -3.671
C18 -3.404 -5.421 0.183
H44 -3.345 -3.076 -7.093
C19 -5.709 -6.499 0.241
C20 7.094 -1.580 -4.733
H45 2.368 -2.221 4.315
H46 4.847 -3.144 4.315
H47 -4.767 4.680 -6.728
H48 -6.300 -7.250 0.765
O5 -5.209 -3.111 -7.803
H49 -2.574 -7.984 3.333
H50 -5.475 5.226 -5.190
H51 -6.039 -4.430 -0.574
H52 6.406 -1.066 3.926
H53 -2.723 -0.505 -5.450
C21 2.691 -3.021 4.981
H54 3.434 8.755 -4.655
H55 2.989 10.048 -3.582
C22 -1.569 2.361 7.860
H56 5.515 0.337 3.189
H57 -5.509 -7.042 -0.683
H58 -2.972 3.580 -5.115
C23 -2.636 6.753 -5.763
H59 4.338 0.599 7.588
H60 7.624 -1.509 -1.976
H61 7.380 -2.628 -4.645
H62 1.548 9.834 -2.148
C24 6.603 -1.791 -2.233
C25 -3.217 -5.783 -1.274
H63 5.796 -1.748 -1.502
F6 1.485 0.609 1.133
C26 1.439 8.738 -2.166
H64 4.223 -0.305 8.948
H65 2.919 -1.260 6.838
C27 3.349 9.019 -3.601
N7 4.746 -1.700 5.782

Atomic partial charges in e from the Löwdin method, atoms 1 to 6: atom 1 (H): 0.117, atom 2 (F): -0.213, atom 3 (N): -0.203, atom 4 (H): 0.052, atom 5 (H): 0.086, atom 6 (H): 0.061

***

C32H41GeInO5PS3 as an isolated structure. Source: the Open Molecules 2025 dataset; level of theory: ωB97M-V with the def2-TZVPD basis set.

Values from the calculation:
- energy above the lowest of the compared OMol25 structures with the same formula, charge and spin (kcal/mol) = 0.0
- ⟨S²⟩ = 0.757
- multiplicity = 2
- total charge = 0

Geometry (Å):
In1 -0.598 0.328 1.172
H1 0.474 3.246 -3.855
C1 -1.667 3.221 2.161
H2 3.821 -1.108 -3.081
C2 -0.009 -1.259 -3.353
H3 -0.787 -3.159 1.908
S1 -1.008 -0.479 3.546
H4 1.837 1.206 3.709
H5 -1.549 4.489 0.429
H6 2.073 -6.319 -0.590
C3 -2.611 0.257 -1.378
H7 -0.647 2.478 -2.683
C4 -2.436 -3.593 -1.166
H8 2.955 3.475 -2.843
Ge1 1.324 2.859 1.113
C5 2.137 -0.771 -4.342
O1 -0.507 2.348 1.829
H9 -2.392 1.813 3.747
H10 -3.551 3.039 3.223
S2 -3.570 -1.789 4.551
H11 1.621 -1.530 2.956
C6 -2.745 2.377 2.856
H12 3.314 -1.739 2.561
H13 -0.555 5.098 2.638
H14 4.624 -0.103 1.733
H15 3.354 0.414 4.006
H16 1.554 -4.210 -1.606
C7 -1.972 -2.238 -1.086
S3 -3.253 -1.392 1.800
H17 3.677 0.012 0.157
H18 -1.070 -1.294 -3.402
C8 -2.935 -1.226 -1.352
H19 1.205 -6.897 1.666
O2 -1.845 0.733 -0.468
H20 -4.160 -4.902 -1.223
O3 1.493 0.793 1.256
H21 2.476 -1.752 -1.100
C9 3.849 0.383 1.193
C10 2.791 0.993 3.276
H22 3.156 3.138 -1.091
H23 -3.156 4.210 1.007
C11 -1.213 4.377 3.104
C12 0.711 4.683 -1.742
H24 0.780 1.612 -3.238
H25 2.039 -1.752 1.271
C13 -2.241 3.719 0.837
H26 0.025 -5.148 3.002
H27 3.968 1.474 1.089
C14 -4.734 -2.867 -1.404
C15 1.169 -4.385 -0.592
C16 -3.797 -3.883 -1.260
C17 2.601 2.913 -2.020
C18 -0.155 -3.819 1.330
C19 0.236 -4.999 1.952
C20 -4.268 -1.553 -1.537
H28 -0.387 4.728 -1.883
P1 -0.277 -1.932 -0.589
C21 0.393 2.587 -2.993
H29 -4.954 -0.736 -1.673
C22 0.967 -5.956 1.232
H30 -3.199 1.693 2.083
H31 2.746 1.814 -2.118
H32 2.766 -0.404 -5.148
C23 1.160 3.224 -1.759
C24 1.393 -5.652 -0.046
C25 2.374 -1.275 2.212
C26 2.032 -1.497 -2.015
H33 3.357 1.894 3.034
H34 -5.802 -3.108 -1.447
H35 -0.684 3.976 4.009
H36 0.235 -0.410 -5.305
C27 0.620 -1.551 -2.163
C28 2.748 -1.093 -3.129
O4 -3.100 0.891 -2.325
C29 2.591 0.237 1.952
H37 1.105 5.393 -2.482
H38 -1.743 -4.369 -1.184
C30 -2.554 -1.186 3.317
H39 -2.135 4.877 3.439
H40 -2.267 2.958 0.112
H41 1.028 5.170 -0.803
C31 0.765 -0.864 -4.428
C32 0.263 -3.476 0.013
O5 0.723 2.546 -0.583

Atomic partial charges in e from the Löwdin method, atoms 1 to 6: atom 1 (In): 0.554, atom 2 (H): 0.086, atom 3 (C): -0.606, atom 4 (H): 0.102, atom 5 (C): -0.070, atom 6 (H): 0.073

***

One molecule with the formula C3H4F2S. Source: the Open Molecules 2025 dataset; level of theory: ωB97M-V with the def2-TZVPD basis set.

Values from the calculation:
- energy above the lowest of the compared OMol25 structures with the same formula, charge and spin (kcal/mol) = 14.0
- multiplicity = 1
- total charge = 0

Geometry (Å):
H1 0.229 -0.899 -1.594
F1 1.115 2.376 0.681
C1 0.014 -1.381 -0.651
C2 -0.517 0.771 0.968
H2 0.847 -1.529 -0.060
H3 -0.643 0.975 1.990
F2 0.453 1.280 -1.091
C3 0.293 1.471 0.198
H4 -0.429 -2.392 -0.771
S1 -1.362 -0.672 0.330

Atomic partial charges in e from the natural (NBO) method, atoms 1 to 6: atom 1 (H): 0.226, atom 2 (F): -0.301, atom 3 (C): -0.719, atom 4 (C): -0.535, atom 5 (H): 0.213, atom 6 (H): 0.238

***

Which formula does entry 1 have? C27H65F6N7O5P

***

What did the third record say?
One molecule with the formula C3H4F2S. Source: the Open Molecules 2025 dataset; level of theory: ωB97M-V with the def2-TZVPD basis set.

Values from the calculation:
- energy above the lowest of the compared OMol25 structures with the same formula, charge and spin (kcal/mol) = 14.0
- multiplicity = 1
- total charge = 0

Geometry (Å):
H1 0.229 -0.899 -1.594
F1 1.115 2.376 0.681
C1 0.014 -1.381 -0.651
C2 -0.517 0.771 0.968
H2 0.847 -1.529 -0.060
H3 -0.643 0.975 1.990
F2 0.453 1.280 -1.091
C3 0.293 1.471 0.198
H4 -0.429 -2.392 -0.771
S1 -1.362 -0.672 0.330

Atomic partial charges in e from the natural (NBO) method, atoms 1 to 6: atom 1 (H): 0.226, atom 2 (F): -0.301, atom 3 (C): -0.719, atom 4 (C): -0.535, atom 5 (H): 0.213, atom 6 (H): 0.238

***

Look up the energy above the lowest of the compared OMol25 structures with the same formula, charge and spin of the first one. 0.8 kcal/mol